w.
{"formula": "C40H46BrCrGe2N5O10", "method": "ωB97M-V/def2-TZVPD", "multiplicity": 4, "gap_ev": [7.651, 7.648], "charge": 1, "symbols": ["Cr", "C", "O", "C", "C", "C", "Br", "C", "C", "C", "O", "C", "N", "C", "C", "C", "C", "C", "C", "N", "H", "H", "H", "H", "H", "H", "H", "H", "H", "H", "H", "C", "C", "Ge", "C", "C", "C", "C", "Ge", "C", "C", "C", "C", "C", "C", "C", "C", "C", "C", "H", "H", "H", "H", "H", "H", "H", "H", "H", "H", "H", "H", "H", "H", "H", "H", "H", "H", "H", "H", "H", "H", "H", "H", "H", "H", "N", "C", "C", "C", "O", "O", "H", "H", "H", "H", "H", "H", "O", "C", "O", "C", "C", "C", "C", "C", "C", "N", "O", "O", "N", "O", "O", "H", "H", "H"], "positions_angstrom": [[-0.2152, -0.1222, 0.2186], [1.9362, -1.5986, 2.0178], [0.5897, -1.6686, 1.4975], [0.0192, -2.9333, 1.5545], [0.4845, -3.9641, 2.3468], [-0.1503, -5.2014, 2.2677], [0.4917, -6.6143, 3.3364], [-1.2237, -5.4122, 1.4255], [-1.7001, -4.3616, 0.6447], [-1.0687, -3.1302, 0.7143], [-1.4088, -2.0524, -0.0611], [-2.8185, -4.5717, -0.2849], [-2.9626, -5.6058, -1.0519], [-4.1405, -5.3763, -1.7539], [-4.7732, -6.1713, -2.7076], [-5.9580, -5.7083, -3.2395], [-6.5129, -4.4826, -2.8381], [-5.8939, -3.6778, -1.9019], [-4.6968, -4.1499, -1.3778], [-3.8071, -3.6141, -0.4520], [1.9128, -1.6876, 3.1033], [2.3363, -0.6291, 1.7387], [2.5296, -2.3916, 1.5652], [1.3246, -3.8390, 3.0110], [-1.7025, -6.3775, 1.3561], [-2.0207, -2.3022, -0.7675], [-4.3460, -7.1184, -3.0043], [-6.4789, -6.3013, -3.9779], [-7.4508, -4.1633, -3.2714], [-6.3279, -2.7367, -1.5931], [-4.0445, -2.9222, 0.2418], [0.5541, 4.3671, 2.6110], [-0.0394, 3.3983, 1.5889], [0.7498, 1.5991, 1.7505], [0.5070, 0.9887, 3.6213], [1.7338, 1.1594, 4.5129], [2.6713, 1.8692, 1.4714], [3.4907, 1.5961, 0.4508], [3.0136, 0.7457, -1.2517], [2.2899, 1.9822, -2.5889], [3.1739, 3.0984, -3.1374], [4.2138, -0.6732, -1.8824], [5.7197, -0.5389, -1.6545], [4.9201, 2.0191, 0.5069], [5.5676, 2.5105, -0.6203], [6.8881, 2.9322, -0.5671], [7.5910, 2.8553, 0.6239], [6.9642, 2.3502, 1.7560], [5.6456, 1.9351, 1.6979], [0.0794, 5.3473, 2.5493], [1.6224, 4.5163, 2.4490], [0.4206, 4.0077, 3.6324], [0.1170, 3.7620, 0.5714], [-1.1207, 3.3242, 1.7332], [0.1708, -0.0492, 3.6186], [-0.3320, 1.5673, 4.0172], [2.5972, 0.6124, 4.1274], [1.5432, 0.7998, 5.5244], [2.0309, 2.2057, 4.5926], [3.1277, 2.4299, 2.2879], [1.3931, 2.4056, -2.1251], [1.9496, 1.3441, -3.4063], [3.4690, 3.8027, -2.3597], [2.6367, 3.6644, -3.8981], [4.0794, 2.7099, -3.6058], [4.0053, -0.7940, -2.9498], [3.8691, -1.5860, -1.3958], [6.1606, 0.2569, -2.2529], [6.2112, -1.4709, -1.9321], [5.9575, -0.3350, -0.6118], [5.0440, 2.5956, -1.5678], [7.3630, 3.3209, -1.4569], [8.6216, 3.1782, 0.6710], [7.5092, 2.2703, 2.6862], [5.1848, 1.5138, 2.5820], [-1.4848, -0.6916, -2.6712], [-0.2810, -0.7414, -3.5118], [0.7073, -1.7869, -3.0122], [1.2812, -1.5850, -1.6279], [1.7345, -2.4664, -0.9571], [1.2931, -0.2734, -1.1834], [-2.2087, -1.2736, -3.0805], [-1.8586, 0.2495, -2.6423], [0.1827, 0.2424, -3.5056], [-0.5257, -0.9670, -4.5538], [1.5808, -1.8229, -3.6749], [0.2793, -2.7913, -3.0312], [-1.3465, 1.4065, -0.4890], [-2.1643, 1.2058, 0.4605], [-1.8709, 0.3168, 1.3116], [-3.4102, 1.9931, 0.5732], [-3.6823, 2.9822, -0.3654], [-4.8485, 3.7087, -0.2301], [-5.7500, 3.4957, 0.7969], [-5.4380, 2.5009, 1.7051], [-4.2869, 1.7431, 1.6223], [-6.3802, 2.2348, 2.8156], [-7.3465, 2.9562, 2.9023], [-6.0845, 1.3411, 3.5791], [-5.1453, 4.7610, -1.2281], [-4.3396, 4.9082, -2.1220], [-6.1616, 5.3964, -1.0733], [-3.0012, 3.1888, -1.1767], [-6.6545, 4.0782, 0.8852], [-4.0775, 0.9813, 2.3581]]}


x.
{"formula": "C40H46BrCrGe2N5O10", "method": "ωB97M-V/def2-TZVPD", "multiplicity": 4, "gap_ev": [7.533, 7.532], "charge": 1, "symbols": ["Cr", "C", "O", "C", "C", "C", "Br", "C", "C", "C", "O", "C", "N", "C", "C", "C", "C", "C", "C", "N", "H", "H", "H", "H", "H", "H", "H", "H", "H", "H", "H", "C", "C", "Ge", "C", "C", "C", "C", "Ge", "C", "C", "C", "C", "C", "C", "C", "C", "C", "C", "H", "H", "H", "H", "H", "H", "H", "H", "H", "H", "H", "H", "H", "H", "H", "H", "H", "H", "H", "H", "H", "H", "H", "H", "H", "H", "N", "C", "C", "C", "O", "O", "H", "H", "H", "H", "H", "H", "O", "C", "O", "C", "C", "C", "C", "C", "C", "N", "O", "O", "N", "O", "O", "H", "H", "H"], "positions_angstrom": [[0.2075, 0.1865, -0.3599], [-0.7853, 1.6320, 2.3138], [-0.5972, 1.8058, 0.8999], [-1.2652, 2.8815, 0.3437], [-1.8189, 3.9043, 1.0928], [-2.5053, 4.9254, 0.4502], [-3.2768, 6.2982, 1.4975], [-2.6232, 4.9625, -0.9217], [-2.0303, 3.9549, -1.6794], [-1.3748, 2.9094, -1.0395], [-0.8508, 1.8439, -1.7364], [-2.1399, 3.9962, -3.1414], [-3.1988, 4.3650, -3.7931], [-2.8711, 4.2722, -5.1343], [-3.6337, 4.5690, -6.2617], [-3.0378, 4.4086, -7.4961], [-1.7222, 3.9416, -7.6231], [-0.9539, 3.6342, -6.5167], [-1.5475, 3.8205, -5.2752], [-1.1011, 3.6131, -3.9799], [-0.2489, 2.4076, 2.8594], [-0.3777, 0.6597, 2.5736], [-1.8468, 1.6491, 2.5519], [-1.7425, 3.9129, 2.1687], [-3.1624, 5.7474, -1.4319], [-1.1663, 1.8785, -2.6486], [-4.6548, 4.9088, -6.1557], [-3.5897, 4.6572, -8.3927], [-1.3023, 3.8115, -8.6115], [0.0631, 3.2752, -6.6142], [-0.1329, 3.5431, -3.7119], [4.5227, -1.4488, 1.9452], [3.4946, -1.3637, 0.8155], [1.9012, -0.2770, 1.3356], [2.6070, 1.4714, 2.0180], [2.6969, 1.5770, 3.5411], [1.2244, -1.2681, 2.9066], [0.1373, -2.0076, 3.1191], [-1.3517, -2.3332, 1.8057], [-1.0368, -3.8919, 0.6027], [-1.1138, -5.2805, 1.2323], [-3.2181, -1.9315, 2.4043], [-3.5484, -2.2189, 3.8686], [-0.0807, -2.8059, 4.3527], [-0.9653, -3.8853, 4.3492], [-1.1442, -4.6857, 5.4645], [-0.4425, -4.4118, 6.6267], [0.4248, -3.3281, 6.6589], [0.6056, -2.5345, 5.5400], [5.4074, -1.9955, 1.6167], [4.1156, -1.9695, 2.8130], [4.8430, -0.4535, 2.2589], [3.1680, -2.3620, 0.5181], [3.9532, -0.9016, -0.0631], [1.9795, 2.2703, 1.6161], [3.5944, 1.6076, 1.5708], [1.7226, 1.4298, 4.0124], [3.0612, 2.5626, 3.8353], [3.3839, 0.8322, 3.9462], [1.9712, -1.2609, 3.7010], [-0.0500, -3.7173, 0.1675], [-1.7702, -3.7938, -0.1996], [-0.3549, -5.4159, 2.0028], [-0.9511, -6.0406, 0.4679], [-2.0928, -5.4677, 1.6772], [-3.8718, -2.5052, 1.7426], [-3.3792, -0.8779, 2.1923], [-3.5752, -3.2860, 4.0839], [-4.5346, -1.8113, 4.0938], [-2.8342, -1.7521, 4.5474], [-1.5212, -4.1221, 3.4448], [-1.8278, -5.5240, 5.4266], [-0.5728, -5.0346, 7.5011], [0.9652, -3.0965, 7.5676], [1.2755, -1.6875, 5.5995], [-1.0906, -1.0089, -2.8806], [-2.3052, -1.7222, -2.4753], [-3.1371, -0.8957, -1.4971], [-2.4184, -0.4396, -0.2439], [-2.8830, 0.4317, 0.4475], [-1.3040, -1.1290, 0.1111], [-1.2585, -0.5089, -3.7468], [-0.3481, -1.6691, -3.0728], [-2.0128, -2.6524, -1.9904], [-2.9362, -1.9808, -3.3284], [-3.9683, -1.5116, -1.1381], [-3.5789, -0.0198, -1.9725], [1.4456, -0.8998, -1.5365], [2.1387, 0.1417, -1.7338], [1.8028, 1.1881, -1.0986], [3.2944, 0.1471, -2.6533], [3.6518, -1.0042, -3.3434], [4.7384, -0.9622, -4.1951], [5.4793, 0.1905, -4.3817], [5.1014, 1.3220, -3.6821], [4.0231, 1.3194, -2.8190], [5.8629, 2.5708, -3.8749], [6.8301, 2.5231, -4.6021], [5.4677, 3.5527, -3.2781], [5.1136, -2.1843, -4.9320], [4.4255, -3.1693, -4.7512], [6.0780, -2.1158, -5.6618], [3.0931, -1.9196, -3.2115], [6.3250, 0.2054, -5.0539], [3.7511, 2.2149, -2.2792]]}


Computed relative energies in units of kcal/mol: w 0.0; x 12.2


w.
{"formula": "C7H16N2O", "method": "ωB97M-V/def2-TZVPD", "gap_ev": 9.240, "smiles": "NC[C@@H]1CCCC[C@@H]1ON", "charge": 0, "symbols": ["C", "C", "C", "C", "C", "C", "C", "H", "H", "H", "H", "H", "H", "H", "H", "H", "H", "H", "H", "H", "H", "H", "H", "N", "N", "O"], "positions_angstrom": [[-0.0231, -1.2402, 1.5618], [-0.9039, -0.4635, 0.4904], [-1.0546, -1.3259, -0.8256], [-0.2422, -0.8594, -1.9354], [-0.1039, 0.7110, -2.1095], [-0.8144, 1.4859, -0.9403], [-0.4034, 1.0198, 0.4533], [1.2286, 0.0967, 2.5247], [-0.4247, -0.0615, 3.3615], [-0.6413, -2.0374, 2.0378], [0.8343, -1.8714, 1.0516], [-1.9100, -0.3863, 0.8296], [-1.0982, -2.4310, -0.4330], [-2.2382, -1.2456, -0.9468], [-0.7572, -1.4750, -2.8241], [0.8222, -1.2366, -1.7643], [-0.4474, 1.1952, -3.0963], [1.0209, 0.8675, -2.0744], [-0.4260, 2.4693, -1.0887], [-1.9722, 1.5223, -1.1303], [-0.9892, 1.8032, 1.1017], [2.6573, 0.7579, -0.5507], [2.1029, -0.6328, 0.3051], [0.3753, -0.5438, 2.7633], [1.7723, 0.1961, -0.3421], [1.0597, 1.1416, 0.6975]]}


x.
{"formula": "C7H16N2O", "method": "ωB97M-V/def2-TZVPD", "gap_ev": 8.723, "smiles": "CC(C)NNC(=O)C(C)C", "charge": 0, "symbols": ["O", "C", "N", "N", "C", "C", "C", "C", "C", "C", "H", "H", "H", "H", "H", "H", "H", "H", "H", "H", "H", "H", "H", "H", "H", "H"], "positions_angstrom": [[0.5459, 1.4382, 1.8046], [0.2673, 0.3278, 1.5978], [-0.4741, 0.0868, 0.4119], [-0.8550, 1.1746, -0.4514], [1.9858, -1.4825, 1.4802], [0.0606, -1.9694, 2.9020], [-1.1594, 2.5018, -2.5122], [-0.8948, -0.0870, -2.7499], [0.9930, -0.7840, 2.3578], [-0.5109, 1.1934, -1.9310], [-0.4314, -0.8301, 0.0723], [-0.6286, 2.0581, 0.0149], [2.5962, -2.2476, 1.9178], [1.3540, -1.8558, 0.6994], [2.5785, -0.9338, 0.7977], [-0.7208, -1.6264, 3.6154], [0.4995, -2.7174, 3.5349], [-0.4357, -2.5664, 2.0815], [-1.1742, 2.4484, -3.5871], [-0.5319, 3.3878, -2.1856], [-2.2121, 2.6049, -2.1723], [-0.2830, -0.0419, -3.6716], [-1.9940, -0.1180, -3.0102], [-0.6467, -0.9988, -2.2436], [1.4897, -0.2943, 3.2078], [0.5821, 1.3317, -1.9812]]}


y.
{"formula": "C7H16N2O", "method": "ωB97M-V/def2-TZVPD", "gap_ev": 9.861, "smiles": "C=C(C)CC.CC(=O)NN", "charge": 0, "symbols": ["C", "C", "C", "C", "O", "H", "H", "H", "H", "H", "H", "H", "H", "C", "N", "C", "N", "C", "H", "H", "H", "H", "H", "H", "H", "H"], "positions_angstrom": [[-1.4736, -0.7558, -0.6909], [0.0029, 2.7409, -0.2818], [-2.4452, -0.9693, 0.4630], [0.4327, 1.8358, 0.8371], [-0.1860, 1.7077, 1.8873], [-1.4716, 0.3068, -0.9611], [-1.8770, -1.2805, -1.5651], [0.0609, 2.2187, -1.2400], [0.6478, 3.6236, -0.3048], [-1.0337, 3.0485, -0.1218], [-3.4722, -1.0055, 0.0826], [-2.3957, -0.1421, 1.1784], [-2.2733, -1.9096, 0.9940], [0.7592, -1.2830, -1.8210], [1.6403, 1.1663, 0.5780], [-0.0028, -1.2573, -0.5195], [2.3438, 0.5966, 1.6645], [0.4169, -2.0034, 0.5230], [2.1778, 1.4067, -0.2520], [2.2432, -0.4179, 1.5714], [1.8066, 0.8128, 2.5154], [1.8058, -1.5723, -1.6781], [0.7382, -0.2938, -2.2893], [0.3094, -1.9961, -2.5181], [1.3462, -2.5629, 0.4724], [-0.1006, -2.0150, 1.4763]]}


Computed relative energies in units of kcal/mol: w 94.7; x 19.5; y 0.0


w.
{"formula": "C3H8NO2", "method": "ωB97M-V/def2-TZVPD", "multiplicity": 2, "gap_ev": [4.002, 10.880], "charge": 0, "symbols": ["C", "C", "C", "O", "O", "N", "H", "H", "H", "H", "H", "H", "H", "H"], "positions_angstrom": [[-0.4363, -0.7824, -0.5032], [-0.1267, 0.5797, -1.0949], [-0.5197, 1.4024, 0.1788], [0.3326, 1.0459, 1.2210], [-1.3525, 2.3803, 0.2092], [0.6459, -1.3246, 0.5309], [-1.5029, -1.0740, -0.0583], [-0.2020, -1.5813, -1.2405], [-0.8366, 0.8058, -1.9762], [0.7859, 0.9070, -1.5474], [0.5320, 1.7840, 1.8214], [0.3158, -2.1805, 0.9358], [0.7445, -0.5563, 1.2578], [1.6202, -1.4062, 0.2655]]}


x.
{"formula": "C3H8NO2", "method": "ωB97M-V/def2-TZVPD", "multiplicity": 2, "gap_ev": [5.701, 9.932], "charge": 0, "symbols": ["O", "C", "O", "H", "H", "C", "C", "N", "H", "H", "H", "H", "H", "H"], "positions_angstrom": [[1.2121, 0.4466, 0.8729], [1.9543, 1.0744, 0.1877], [1.6807, 1.3707, -1.1137], [2.9065, 1.4531, 0.5934], [2.5302, 1.3273, -1.5786], [-1.9934, -1.9522, 0.6130], [-1.3455, 0.2943, -0.1683], [-1.3273, -1.0633, -0.3097], [-2.0085, -2.9717, 0.2392], [-3.0218, -1.6334, 0.7792], [-1.4115, -1.9046, 1.5372], [-2.1264, 0.7198, 0.4468], [-0.7409, 0.9644, -0.7443], [-0.6378, -1.4428, -0.9295]]}


Computed relative energies in units of kcal/mol: w 50.0; x 0.0


w.
{"formula": "C4H5NO2", "method": "ωB97M-V/def2-TZVPD", "gap_ev": 10.809, "smiles": "O=C[C@H]1CN1C=O", "charge": 0, "symbols": ["O", "C", "C", "C", "N", "C", "O", "H", "H", "H", "H", "H"], "positions_angstrom": [[-1.5354, -0.5266, -2.1366], [-1.1196, -0.0273, -1.1219], [-0.3967, -0.8447, -0.0852], [1.0838, -0.7320, -0.0319], [0.2825, -0.2043, 1.0517], [0.2060, 1.2041, 1.1485], [0.8387, 1.9820, 0.4778], [-1.2560, 1.0515, -0.9125], [-0.8601, -1.8042, 0.1267], [1.5662, -0.0132, -0.6868], [1.6682, -1.6116, 0.2203], [-0.4777, 1.5264, 1.9499]]}


x.
{"formula": "C4H5NO2", "method": "ωB97M-V/def2-TZVPD", "gap_ev": 10.292, "smiles": "C=CC(=C)[N+](=O)[O-]", "charge": 0, "symbols": ["C", "C", "C", "C", "N", "O", "O", "H", "H", "H", "H", "H"], "positions_angstrom": [[-1.4989, -1.3654, -0.2208], [0.9199, 1.2169, 1.0677], [-0.5056, -1.0252, 0.5507], [0.4303, 0.4506, 0.1266], [0.6625, 0.6982, -1.3178], [0.9553, -0.2374, -2.0478], [0.3335, 1.8258, -1.6769], [-2.0074, -2.3964, -0.0855], [-1.8596, -0.6913, -0.9252], [1.7171, 1.9442, 1.0631], [0.6811, 0.9759, 2.1490], [0.1718, -1.3960, 1.3168]]}


Computed relative energies in units of kcal/mol: w 0.0; x 92.2